1.
Molecular formula: C21H30N8OPtSe2
Method: DFT, the ωB97M-V functional and the def2-TZVPD basis

The calculation puts the HOMO energy at -14.3 eV. As for the total charge: +2. The orbital gap is 8.1 eV.

Element x y z (Å)
H1 -0.27 0.43 -3.43
Pt1 0.15 -0.18 -0.36
Se1 1.35 2.51 0.77
H2 4.98 -4.64 0.27
N1 -1.85 0.04 -0.21
C1 1.58 -2.72 -2.14
H3 3.53 0.53 0.93
H4 0.97 -3.62 -2.02
H5 -4.49 1.99 2.12
N2 3.99 -1.40 0.27
C2 -5.17 1.32 -0.57
Se2 -0.33 1.64 2.15
H6 -4.44 4.59 0.34
H7 0.56 -2.33 5.05
H8 3.63 -3.94 1.16
H9 0.55 4.63 -3.68
C3 0.27 -0.64 3.76
H10 0.68 -3.94 3.14
C4 -2.70 0.82 -0.85
H11 0.46 -3.06 0.83
H12 -5.20 1.50 -1.64
C5 -4.23 3.63 -0.13
N3 -2.54 -0.57 0.78
C6 -5.33 2.62 0.21
C7 0.53 -2.89 2.98
H13 1.05 4.60 -1.24
H14 -6.22 1.68 1.96
O1 2.16 -0.45 -0.64
H15 5.52 -2.37 1.28
C8 3.42 -3.85 -0.97
C9 0.11 2.53 -3.75
N4 0.31 1.36 -1.68
C10 0.49 3.71 -3.12
H16 -5.94 0.60 -0.31
C11 0.46 -1.99 4.03
C12 4.97 -2.49 0.34
H17 2.08 -2.77 -3.10
H18 -5.63 3.32 2.23
C13 0.03 1.37 -2.99
H19 4.76 -0.33 1.88
C14 0.13 -0.23 2.45
H20 -4.16 3.80 -1.21
N5 -3.89 0.65 -0.28
C15 0.77 3.69 -1.76
C16 -5.42 2.38 1.72
H21 -0.11 2.50 -4.80
N6 -3.76 -0.22 0.73
H22 -6.28 3.03 -0.14
H23 0.92 -1.86 -2.12
C17 0.41 -2.41 1.69
C18 2.88 -1.50 -0.47
C19 4.38 -0.14 0.88
N7 2.55 -2.67 -1.05
H24 -3.26 3.29 0.25
H25 5.70 -2.39 -0.47
H26 -2.50 1.45 -1.70
H27 0.23 0.09 4.56
H28 2.77 -4.73 -1.00
C20 4.26 -3.82 0.28
N8 0.20 -1.11 1.43
H29 5.18 0.34 0.30
C21 0.69 2.50 -1.06
H30 4.05 -3.89 -1.87

***

2.
Molecular formula: C21H30NO2P2Pb
Method: DFT, the ωB97M-V functional and the def2-TZVPD basis

The calculation puts the HOMO energy (spin up / spin down) at -17.4 / -17.4 eV. As for the total charge: +3. The orbital gap (spin up / spin down) is 4.8 / 5.1 eV.

Element x y z (Å)
H1 -3.53 -3.12 -0.25
H2 4.42 0.04 -1.41
C1 -1.22 -1.87 -2.10
H3 -2.03 -2.40 -2.62
C2 -0.29 -1.18 3.56
C3 -0.26 0.60 1.78
C4 -1.27 0.69 5.40
H4 4.24 1.54 -2.38
H5 -1.76 1.43 -5.36
H6 2.45 3.10 0.69
H7 0.11 -1.93 2.86
H8 0.96 3.11 -1.48
H9 -1.97 -4.04 -0.31
H10 -2.34 -0.80 -4.30
O1 3.16 -2.31 -1.18
C5 -0.90 -0.56 -2.75
H11 -2.98 0.04 0.71
H12 -1.64 1.44 6.11
C6 -1.06 2.83 2.32
H13 3.87 3.12 -0.43
P1 2.40 1.24 -0.84
C7 1.41 2.26 -2.03
H14 2.00 -2.86 -1.82
H15 1.08 -4.24 -2.16
Pb1 0.86 -0.78 0.38
H16 -1.26 -0.93 6.82
C8 -0.51 0.15 3.11
H17 3.80 1.95 0.94
C9 -0.58 -1.58 4.86
C10 -1.26 1.10 -4.45
H18 -1.66 3.15 4.36
C11 -1.06 -0.63 5.80
C12 -2.98 -0.41 -0.29
H19 0.00 2.86 -4.21
H20 -1.28 3.86 1.98
H21 2.09 2.67 -2.79
H22 -3.94 -0.91 -0.47
C13 3.72 0.67 -1.96
H23 -2.84 0.39 -1.02
C14 -1.03 1.11 4.07
C15 0.34 1.41 -2.69
H24 2.77 -1.79 -0.40
P2 -1.66 -1.64 -0.35
H25 -0.43 -2.62 5.17
C16 -2.49 -3.17 0.11
O2 1.09 -3.26 -2.21
H26 -0.19 -2.54 -2.13
C17 -1.28 2.44 3.63
H27 -2.48 -3.23 1.21
C18 -0.30 1.89 -3.83
H28 3.67 -3.01 -0.73
C19 3.21 2.49 0.18
N1 0.03 0.21 -2.17
H29 -0.38 2.18 0.35
H30 3.30 0.07 -2.79
C20 -0.55 1.89 1.39
C21 -1.57 -0.14 -3.90

***

3.
Molecular formula: C21H30O18
Method: DFT, the ωB97M-V functional and the def2-TZVPD basis

The calculation puts the HOMO energy at -10.6 eV. The orbital gap is 10.8 eV. Its SMILES is C[C@H]1COC(=O)O1.C[C@H]1COC(=O)O1.C[C@H]1COC(=O)O1.O=C1OCCO1.O=C1OCCO1.O=C1OCCO1.

Element x y z (Å)
C1 -2.05 -14.04 -16.44
H1 -0.37 -26.79 -20.29
O1 -1.79 -15.64 -10.01
O2 -0.77 -14.44 -8.32
H2 -1.33 -14.04 -15.63
C2 -3.53 -15.75 -16.42
C3 1.00 -19.61 -14.49
O3 -2.27 -15.41 -16.65
C4 0.70 -26.62 -20.17
H3 -5.21 -22.15 -13.13
H4 -7.00 -21.23 -13.88
C5 2.22 -21.16 -13.43
O4 1.20 -25.01 -18.58
C6 -1.35 -13.44 -17.72
H5 0.89 -13.28 -6.84
O5 -4.01 -16.84 -16.65
H6 -3.50 -12.85 -15.22
H7 0.20 -11.62 -6.76
C7 -6.07 -22.74 -12.83
O6 -6.75 -25.05 -15.31
C8 0.09 -20.73 -13.94
H8 -1.95 -11.70 -8.59
H9 -1.95 -13.59 -18.61
O7 1.22 -25.45 -20.71
H10 0.58 -12.31 -8.32
H11 -6.34 -22.96 -11.80
O8 2.19 -23.61 -19.95
H12 0.78 -18.55 -14.40
O9 2.24 -19.85 -13.91
H13 -3.16 -12.68 -7.66
H14 -0.35 -25.86 -17.06
O10 8.00 -25.82 -8.22
C9 -1.09 -13.36 -7.43
O11 0.98 -21.76 -13.66
H15 9.78 -23.80 -8.49
H16 -0.68 -21.00 -14.67
C10 -7.30 -22.20 -13.52
H17 10.22 -24.36 -10.09
H18 -0.41 -20.40 -13.03
C11 1.56 -24.63 -19.77
H19 -3.92 -13.00 -16.93
C12 9.18 -26.41 -7.88
H20 -1.21 -12.36 -17.62
H21 1.09 -19.74 -15.57
C13 -0.61 -26.38 -17.98
C14 -3.46 -13.51 -16.08
H22 -0.34 -13.78 -17.94
H23 1.23 -27.56 -20.30
C15 0.23 -12.56 -7.31
H24 8.00 -25.53 -10.25
H25 -1.48 -13.71 -6.47
O12 3.32 -21.62 -13.08
C16 -1.75 -14.67 -9.27
O13 -4.13 -14.74 -15.82
H26 -0.99 -27.39 -17.82
O14 -5.83 -24.01 -13.50
C17 -6.67 -24.09 -14.55
O15 10.20 -25.82 -8.59
O16 -7.46 -22.99 -14.66
H27 1.46 -27.05 -18.22
O17 9.30 -27.32 -7.08
C18 8.19 -24.94 -9.35
H28 -1.28 -25.90 -18.70
C19 -2.25 -12.70 -8.25
C20 0.76 -26.35 -18.67
H29 7.43 -24.17 -9.26
O18 -2.52 -13.54 -9.37
C21 9.69 -24.63 -9.18
H30 -8.21 -22.13 -12.92

***

4.
Molecular formula: C21H31AsClINO2S4Se2Si3SnTe2
Method: DFT, the ωB97M-V functional and the def2-TZVPD basis

The calculation puts the HOMO energy at -4.5 eV. As for the total charge: -1. The orbital gap is 6.0 eV.

Element x y z (Å)
H1 1.64 0.95 -3.87
H2 3.41 -3.80 -1.29
H3 2.90 2.39 1.47
C1 1.35 -0.61 3.59
H4 -2.74 0.03 -5.53
C2 -2.00 2.19 -1.48
As1 0.91 -0.36 0.22
S1 -2.18 -1.43 3.85
H5 4.26 1.38 -2.32
C3 3.96 -0.63 2.03
C4 -2.35 2.47 -4.29
Sn1 -2.38 0.23 0.85
H6 2.09 -3.27 2.05
C5 -4.18 1.28 6.52
C6 -1.98 3.43 -2.11
C7 2.34 1.93 2.28
H7 0.70 -4.21 -1.90
O1 -1.77 2.02 -0.22
H8 4.55 -0.22 2.85
C8 -2.42 1.18 -3.73
H9 3.37 -2.16 -1.93
C9 -2.63 -0.02 -4.46
Cl1 -2.54 2.68 -6.02
H10 4.30 -0.20 -1.52
C10 -2.15 3.56 -3.50
Si1 2.04 0.89 -1.42
H11 4.34 1.28 -0.56
S2 -1.92 1.99 2.93
C11 0.33 -3.25 -1.53
C12 -2.70 -1.21 -3.80
Se1 -4.92 1.03 0.49
C13 -2.74 1.25 4.26
C14 -2.55 -1.23 -2.40
Te1 -4.17 -2.53 2.84
C15 -2.25 1.05 -2.34
H12 4.46 -0.38 1.09
H13 -2.86 -2.14 -4.33
H14 1.00 -1.63 3.44
C16 1.40 0.25 -3.06
H15 4.05 -2.45 -0.33
H16 2.29 3.20 -0.55
C17 3.91 0.81 -1.45
H17 -0.64 -3.40 -1.05
H18 0.39 -3.57 1.63
H19 1.33 2.36 2.30
H20 1.54 3.20 -2.16
H21 3.96 -1.72 2.13
H22 2.01 -0.60 4.46
S3 -3.75 -0.39 6.14
H23 1.66 -4.63 1.00
H24 0.59 2.79 -0.72
H25 0.47 0.01 3.81
H26 0.31 0.12 -3.04
Si2 1.55 -2.55 -0.29
H27 -2.64 -2.15 -1.83
H28 2.84 2.18 3.22
C18 -2.84 -0.05 4.67
C19 3.26 -2.75 -1.02
H29 -2.12 4.55 -3.95
C20 1.57 2.68 -1.19
H30 1.85 -0.71 -3.31
Te2 -5.79 -0.41 2.35
C21 1.42 -3.60 1.25
H31 0.19 -2.58 -2.39
Se2 -3.16 -3.59 0.94
I1 -1.69 5.12 -0.94
O2 -4.85 1.61 7.47
S4 -3.55 2.40 5.31
N1 -2.33 -0.14 -1.71
Si3 2.23 0.08 2.10

***

5.
Molecular formula: C21H31BCl5F4N5O8PRb
Method: DFT, the ωB97M-V functional and the def2-TZVPD basis

The calculation puts the HOMO energy at -3.2 eV. As for the total charge: -2. The orbital gap is 6.9 eV.

Element x y z (Å)
Cl1 -0.30 3.68 -0.34
C1 2.17 3.65 -1.38
Cl2 -0.11 6.82 -0.26
C2 -3.27 -2.17 -3.23
H1 0.01 -2.69 1.66
H2 4.35 -2.71 1.24
P1 -0.86 -0.05 1.30
H3 4.56 -0.49 1.98
O1 -2.13 1.05 -1.81
C3 -2.50 -1.14 -2.61
O2 -0.17 -0.83 2.57
H4 0.82 -2.46 3.21
H5 1.02 0.62 2.18
F1 1.13 -2.06 -3.31
Rb1 0.23 0.71 -1.68
H6 1.88 -1.17 1.06
F2 0.60 -4.28 -2.96
C4 3.38 5.75 -1.89
H7 -1.45 1.04 3.74
N1 1.71 1.23 2.61
C5 -1.28 -2.85 3.38
C6 -4.05 1.15 0.77
O3 -0.64 1.44 1.87
C7 -2.57 0.36 -2.74
C8 -1.78 3.10 3.19
H8 0.02 2.02 3.71
O4 -3.07 0.80 -3.82
N2 2.89 -1.25 1.04
C9 -2.70 -3.34 -2.78
N3 -1.56 -1.68 -1.84
F3 2.79 -3.67 -3.29
C10 1.20 5.88 -0.89
H9 -2.21 -2.60 2.86
H10 -2.95 -4.36 -3.02
N4 -1.70 -3.00 -1.97
N5 1.46 -3.31 -0.46
F4 1.30 -3.58 -5.05
C11 -4.42 -2.09 -4.16
C12 -3.49 -0.26 0.82
H11 3.22 -0.80 3.10
C13 -0.93 1.84 3.22
O5 -4.64 -0.93 -4.74
C14 2.90 -3.41 -0.16
H12 -4.89 1.19 0.07
C15 2.34 6.53 -1.37
H13 -1.27 3.88 2.62
H14 -1.17 -3.94 3.42
H15 3.50 -3.04 -0.99
C16 3.03 1.02 1.98
H16 -1.95 3.45 4.21
H17 -0.98 -3.60 -1.60
H18 1.30 -2.36 -0.79
C17 -0.09 -2.25 2.65
Cl3 4.58 3.40 -2.53
B1 1.46 -3.39 -3.68
Cl4 4.78 6.54 -2.53
H19 3.74 1.65 2.53
H20 1.31 -3.86 -1.30
H21 2.80 -3.16 1.98
C18 3.26 -2.65 1.11
H22 -2.74 2.90 2.72
C19 3.47 -0.43 2.09
H23 -3.29 1.84 0.41
H24 3.14 -4.46 -0.01
H25 -3.16 -0.55 -0.18
H26 -3.94 -0.22 -4.45
H27 1.39 2.16 2.39
O6 -2.41 -0.38 1.75
O7 -5.12 -3.06 -4.37
H28 -1.35 -2.46 4.40
C20 3.30 4.37 -1.89
O8 2.10 2.40 -1.36
H29 -4.39 1.46 1.76
Cl5 2.46 8.25 -1.32
H30 3.05 1.31 0.93
C21 1.11 4.50 -0.89
H31 -4.25 -0.97 1.15

***

6.
Molecular formula: C21H31BClF3NO3
Method: DFT, the ωB97M-V functional and the def2-TZVPD basis

The calculation puts the HOMO energy at -5.2 eV. As for the total charge: -1. The orbital gap is 7.9 eV.

Element x y z (Å)
C1 -2.11 2.92 1.44
O1 -2.09 0.85 -0.99
H1 0.81 -2.01 4.62
C2 -4.15 -1.81 -0.64
H2 1.36 -0.98 1.08
C3 3.62 -0.72 1.22
H3 -3.79 1.58 0.09
C4 -3.69 -0.71 0.53
H4 -0.17 4.00 2.31
H5 -5.55 -4.84 1.58
B1 -0.76 0.35 -0.59
H6 4.68 0.48 -5.70
H7 -5.15 -4.02 -1.13
C5 2.55 0.30 -6.17
H8 1.92 1.73 -4.66
C6 1.93 0.92 -0.22
O2 -0.70 0.69 0.85
H9 -1.90 3.46 0.40
H10 0.84 0.33 -2.21
H11 -4.79 -2.95 3.63
C7 -1.26 3.68 2.62
H12 3.93 0.26 1.78
F1 -2.46 2.28 4.49
H13 -3.71 -0.52 3.00
C8 -1.15 2.86 4.04
H14 1.77 1.67 0.66
C9 2.00 0.64 -4.78
H15 -3.98 -1.49 -1.76
C10 1.46 -2.44 3.71
C11 -3.98 -1.22 2.10
N1 3.66 -0.40 -2.82
C12 3.94 0.89 -6.40
H16 2.33 -1.31 -0.59
H17 -3.26 3.13 1.66
Cl1 -0.76 -1.41 -1.15
C13 2.23 -0.59 0.36
C14 -1.93 1.29 1.40
F2 -0.07 1.83 3.92
H18 4.51 -1.06 0.51
C15 -4.66 -2.68 2.47
H19 1.71 -3.56 4.01
H20 2.85 1.24 -0.89
H21 4.29 0.64 -7.41
H22 0.46 2.08 -1.62
H23 4.35 -2.61 2.49
H24 0.72 -2.50 2.78
H25 0.99 0.21 -4.67
H26 1.87 0.69 -6.93
O3 2.64 -1.59 3.49
F3 -0.70 3.81 5.11
H27 -2.02 0.74 2.44
H28 3.94 1.98 -6.30
C16 -4.84 -3.27 -0.26
H29 2.60 -0.79 -6.30
H30 2.65 -2.75 1.70
C17 3.38 -2.00 2.27
C18 2.91 0.07 -3.71
C19 0.61 0.98 -1.24
H31 -1.83 4.69 2.87
C20 -5.09 -3.78 1.30
C21 -2.97 0.74 0.22

***

7.
Molecular formula: C21H31BF2MnN4O2Si2Te
Method: DFT, the ωB97M-V functional and the def2-TZVPD basis

As for the spin multiplicity: 2. The calculation puts the HOMO energy (spin up / spin down) at -7.3 / -7.2 eV. The orbital gap (spin up / spin down) is 7.1 / 7.0 eV. Its expectation value of S² is 0.781.

Element x y z (Å)
C1 1.94 -1.80 -3.71
C2 1.16 -2.13 4.65
H1 -0.92 -3.02 -5.03
C3 2.53 -1.43 -1.27
H2 -1.28 2.68 -2.63
C4 0.39 -4.52 0.04
C5 1.55 -1.88 -2.39
Mn1 0.34 -2.64 0.05
H3 -5.34 2.92 -1.32
H4 1.48 -2.17 5.68
H5 -1.59 -2.29 2.69
H6 0.04 -6.61 -0.07
C6 2.08 -1.99 3.62
N1 0.32 -2.09 2.00
H7 3.14 -1.89 3.79
Si1 1.77 2.83 1.19
C7 1.10 2.03 -0.37
H8 -2.51 0.98 1.11
H9 3.26 0.94 1.84
H10 1.94 1.65 -0.96
H11 -1.88 4.02 -1.64
H12 -4.02 0.64 -3.02
C8 2.08 4.61 0.72
C9 -1.98 1.54 0.34
H13 -0.28 3.48 2.45
C10 -4.66 2.68 -0.50
H14 1.15 5.12 0.46
C11 -0.18 -2.22 4.33
H15 -5.19 2.01 0.18
C12 3.36 2.02 1.69
H16 2.93 -1.42 -3.92
H17 -1.60 2.46 0.78
H18 -4.46 3.61 0.04
C13 -0.49 -2.74 -2.95
F1 -2.46 -1.75 0.25
H19 -0.94 -2.31 5.09
Si2 -3.08 1.91 -1.13
H20 -1.46 -3.10 -2.60
H21 1.32 -2.18 -5.73
N2 0.42 -5.69 0.03
O1 3.51 -0.78 -1.53
O2 3.79 -1.43 1.43
H22 2.56 5.18 1.53
C14 -0.55 -2.21 2.99
H23 1.03 3.02 3.54
F2 -2.58 -3.87 -0.39
N3 2.05 -1.85 -0.06
H24 -2.55 -0.13 -2.40
C15 -3.47 0.38 -2.11
H25 -4.08 -0.32 -1.53
H26 3.74 2.46 2.62
H27 -2.81 3.47 -3.04
C16 -0.19 -2.69 -4.30
C17 1.05 -2.22 -4.69
C18 2.64 -1.71 1.18
B1 -1.72 -2.89 -0.01
H28 4.12 2.17 0.92
C19 1.62 -1.96 2.32
C20 0.54 2.77 2.59
H29 0.10 1.77 2.69
N4 0.35 -2.34 -2.00
Te1 -0.26 0.38 -0.19
H30 2.74 4.66 -0.15
H31 0.57 2.76 -0.99
C21 -2.18 3.14 -2.21

***

Energy relative to the best compared isomer or geometry (same formula, charge and spin) for every record listed, in sequence, given in kcal per mole: 0.0 0.0 77.1 0.0 47.1 189.3 0.0.
DFT total energy for every record listed, in sequence, given in a.u.: -6253.2180 -1897.9361 -2172.4920 -12032.4934 -4785.7402 -1883.5353 -3411.0479.